Entry 1:
A cluster of 2 separate species, C3H8S in total at a distorted geometry, computed with ωB97M-V with the def2-TZVPD basis set.

Geometry (Å):
C 0.787 -1.036 0.833
C -0.458 -0.377 0.174
C -0.096 0.529 -0.923
S -1.310 1.732 -1.273
H 1.168 -1.583 0.080
H 1.446 -0.166 1.212
H 0.490 -1.655 1.807
H -0.799 0.205 0.916
H -1.201 -1.182 -0.104
H 1.434 0.993 -0.683
H -0.006 0.071 -1.924
H -1.454 2.469 -0.113

As for the spin multiplicity: 1. For the gap between HOMO and LUMO, the calculation gives 9.868 eV. The total energy is -14073.1182 eV.

Here are the Löwdin charges for atoms 1 to 2, given in e: -0.13, -0.40

---

Entry 2:
The ion C3H3O4 with charge -1 at a distorted geometry, computed with ωB97M-V with the def2-TZVPD basis set.

Geometry (Å):
O -1.829 1.356 -0.019
C -1.485 0.208 -0.026
O -2.207 -0.803 -0.029
C -0.083 -0.184 0.055
O 0.044 -1.540 -0.015
C 1.000 0.758 0.027
O 2.370 0.471 -0.009
H -1.038 -1.581 0.225
H 0.703 1.746 -0.014
H 2.523 -0.431 -0.194

As for the SMILES: O=C([O-])/C(O)=C/O. As for the net charge: -1. As for the spin multiplicity: 1. For the gap between HOMO and LUMO, the calculation gives 7.346 eV. The total energy is -11350.1274 eV.

Here are the Löwdin charges for atoms 1 to 2, given in e: 0.02, -0.76

---

Entry 3:
The ion CH4ClNO2P with charge -1 at a distorted geometry, computed with ωB97M-V with the def2-TZVPD basis set.

Geometry (Å):
C -1.094 -0.718 0.216
N -0.451 0.449 -0.341
P 1.171 0.478 -0.383
O 1.853 1.795 -1.137
O 1.702 -0.904 -0.599
Cl 1.475 0.976 1.662
H -0.466 -1.614 -0.080
H -0.933 -0.792 1.215
H -2.200 -0.914 -0.082
H -1.056 1.244 -0.471

As for the SMILES: CN[P@](=O)([O-])Cl. As for the net charge: -1. As for the spin multiplicity: 1. For the gap between HOMO and LUMO, the calculation gives 8.646 eV. The total energy is -28502.0986 eV.

Here are the Löwdin charges for atoms 1 to 2, given in e: -0.20, -0.27

---

Entry 4:
The molecule C6H12N2 at a distorted geometry, computed with ωB97M-V with the def2-TZVPD basis set.

Geometry (Å):
C -1.845 2.259 -0.777
C -1.588 1.089 -0.716
C -1.271 -0.321 -0.747
N 0.141 -0.681 -0.802
N 0.850 -0.114 -1.889
C 0.918 -0.555 0.433
C 0.865 0.822 1.101
C 0.505 -1.645 1.420
H -2.099 3.268 -0.767
H -1.710 -0.824 0.122
H -1.737 -0.736 -1.654
H 0.772 0.901 -1.902
H 0.430 -0.458 -2.751
H 1.943 -0.748 0.106
H 1.539 0.822 1.958
H 1.189 1.603 0.419
H -0.138 1.059 1.451
H 1.288 -1.771 2.167
H 0.370 -2.589 0.892
H -0.421 -1.384 1.936

As for the SMILES: C#CCN(N)C(C)C. As for the spin multiplicity: 1. For the gap between HOMO and LUMO, the calculation gives 9.648 eV. The total energy is -9393.9112 eV.

Here are the Löwdin charges for atoms 1 to 2, given in e: 0.12, -0.15

---

Entry 5:
A structure of composition C2H5N3O4 at a distorted geometry, computed with ωB97M-V with the def2-TZVPD basis set.

Geometry (Å):
N 0.948 -0.418 0.013
C -0.667 -0.480 1.127
C 0.736 0.034 -1.351
N -1.757 0.324 1.008
N 0.586 1.371 -1.390
O 0.552 0.391 1.100
O 1.616 -1.585 0.184
O -0.707 -1.638 1.473
O 0.732 -0.747 -2.261
H 0.928 -2.269 0.328
H -2.594 -0.025 1.453
H -1.616 1.314 1.165
H 0.712 1.917 -0.556
H 0.531 1.810 -2.295

As for the spin multiplicity: 1. For the gap between HOMO and LUMO, the calculation gives 9.893 eV. The total energy is -14812.3319 eV.

Here are the Löwdin charges for atoms 1 to 2, given in e: -0.19, -0.53

---

Entry 6:
The molecule C4H8N2S at a distorted geometry, computed with ωB97M-V with the def2-TZVPD basis set.

Geometry (Å):
C -0.687 -0.365 2.453
C -1.206 -0.496 1.032
N -1.123 0.121 0.019
N -0.613 1.372 0.028
C 0.654 1.579 -0.372
S 1.775 0.617 -1.298
C 1.047 -0.736 -2.438
H 0.468 0.016 2.099
H -1.225 0.596 2.843
H -0.947 -1.160 3.254
H -1.843 -1.318 1.011
H 1.079 2.563 -0.618
H 0.110 -0.301 -3.015
H 1.754 -0.990 -3.197
H 0.757 -1.498 -1.802

As for the SMILES: C/C=N\N=C/SC. As for the spin multiplicity: 1. For the gap between HOMO and LUMO, the calculation gives 8.909 eV. The total energy is -18088.8965 eV.

Here are the Löwdin charges for atoms 1 to 2, given in e: -0.08, -0.32

---

Entry 7:
The molecule C29H29N3O4, computed with ωB97M-V with the def2-TZVPD basis set.

Geometry (Å):
O -1.270 -2.912 -5.054
C -1.406 -1.808 -4.580
C -0.722 -0.562 -5.174
O 0.426 -0.283 -4.373
C 0.253 0.395 -3.239
O -0.803 0.886 -2.897
C 1.484 0.425 -2.435
C 1.467 0.913 -1.194
C 2.683 0.864 -0.344
O 3.753 0.478 -0.783
N 2.547 1.257 0.947
C 3.734 1.318 1.777
C 3.701 2.570 2.645
N 2.553 2.534 3.525
C 2.596 3.079 4.789
C 1.728 2.656 5.801
C 1.771 3.232 7.056
C 2.680 4.234 7.346
C 3.548 4.659 6.353
C 3.507 4.098 5.093
C 1.461 1.701 3.090
C 1.332 1.745 1.568
N -2.110 -1.534 -3.465
C -2.407 -2.561 -2.477
C -1.426 -2.337 -1.339
C -1.768 -1.575 -0.231
C -0.826 -1.304 0.746
C 0.471 -1.768 0.613
C 0.824 -2.512 -0.500
C -0.121 -2.796 -1.470
C -3.846 -2.554 -2.028
C -4.245 -3.473 -1.063
C -5.554 -3.501 -0.620
C -6.482 -2.613 -1.139
C -6.093 -1.702 -2.104
C -4.781 -1.671 -2.547
H -1.396 0.300 -5.185
H -0.346 -0.784 -6.173
H 2.373 -0.017 -2.859
H 0.556 1.349 -0.817
H 4.601 1.325 1.113
H 3.799 0.426 2.412
H 4.618 2.609 3.240
H 3.673 3.458 1.995
H 1.023 1.860 5.619
H 1.090 2.884 7.819
H 2.713 4.677 8.329
H 4.260 5.444 6.559
H 4.177 4.469 4.332
H 0.531 2.083 3.519
H 1.582 0.655 3.415
H 0.485 1.121 1.276
H 1.135 2.780 1.258
H -2.105 -0.583 -3.112
H -2.191 -3.520 -2.966
H -2.776 -1.201 -0.128
H -1.113 -0.730 1.617
H 1.209 -1.555 1.373
H 1.837 -2.868 -0.613
H 0.154 -3.376 -2.340
H -3.520 -4.164 -0.658
H -5.852 -4.218 0.131
H -7.505 -2.634 -0.793
H -6.813 -1.010 -2.516
H -4.489 -0.963 -3.308

As for the SMILES: O=C(COC(=O)/C=C/C(=O)N1CCN(c2ccccc2)CC1)NC(c1ccccc1)c1ccccc1. As for the spin multiplicity: 1. For the gap between HOMO and LUMO, the calculation gives 7.476 eV. The total energy is -43204.7996 eV.

Here are the Löwdin charges for atoms 1 to 2, given in e: 0.08, -0.45

---

Entry 8:
A cluster of 2 separate species, C4H11NO2 in total at a distorted geometry, computed with ωB97M-V with the def2-TZVPD basis set.

Geometry (Å):
C -0.313 -1.720 1.348
N 0.536 -1.053 0.389
C -0.119 -0.746 -0.889
C 0.594 0.478 -1.481
C -0.318 1.454 -2.228
O 0.100 2.566 -2.438
H 0.383 -2.117 2.163
H -0.702 -2.715 0.991
H -1.049 -1.082 1.895
H 1.394 -1.566 0.274
H -1.173 -0.551 -0.751
H 0.106 -1.594 -1.573
H 1.043 1.029 -0.636
H 1.352 0.230 -2.252
H -1.245 1.095 -2.706
O 0.052 2.371 2.774
H -0.042 2.072 1.862
H -0.598 1.851 3.258

As for the SMILES: CNCCC=O.O. As for the spin multiplicity: 1. For the gap between HOMO and LUMO, the calculation gives 9.715 eV. The total energy is -9910.0837 eV.

Here are the Löwdin charges for atoms 1 to 2, given in e: -0.17, -0.16

---

> Look up the total energy of the fifth one.

-14812.3319 eV

---

> Among the records above, which one has the highest gap between HOMO and LUMO?

C2H5N3O4

---

> gap between HOMO and LUMO of number 8 (C4H11NO2)?

9.715 eV